120
Properties=species:S:1:pos:R:3:forces:R:3:lowdin_charge:R:1 method="wB97M-V/def2-TZVPD" multiplicity=1 gap_ev=9.46 total_energy_ev=-269866.155 de_lowest_ev=0.000
Cl 3.5581 1.1035 4.5010 0.5 0.2 -0.3 0.555
C 4.4582 2.1275 3.3115 -1.1 -0.5 -1.9 -0.570
C 3.7124 1.9163 1.8996 0.2 0.0 1.7 -0.658
Cl 4.3089 3.0530 0.6699 -0.2 0.2 0.2 0.590
H 5.4516 1.7314 3.1074 0.1 0.1 0.8 0.064
H 4.4547 3.1587 3.6930 0.0 -0.5 -0.4 0.070
H 2.6227 1.9672 2.0475 0.5 0.4 -0.3 0.024
H 3.9427 0.9255 1.5081 0.0 0.0 0.3 0.050
Cl 6.0448 3.9083 -4.8713 -0.1 -0.8 0.3 0.514
C 5.2219 2.3377 -4.4734 -0.6 0.3 0.7 -0.622
C 5.3996 1.9998 -2.9573 -0.4 0.0 -0.4 -0.548
Cl 4.3267 0.5454 -2.4851 0.9 1.0 -0.5 0.565
H 5.5653 1.5711 -5.1715 0.2 0.1 0.4 0.068
H 4.1555 2.5283 -4.6776 0.4 -0.1 0.2 0.047
H 5.0418 2.8227 -2.3301 -0.1 -0.2 -0.3 0.021
H 6.4254 1.7841 -2.6401 -0.3 -0.2 -0.4 0.072
Cl -4.0645 -2.3023 3.4461 0.5 -0.4 -0.2 0.590
C -4.8259 -0.8854 4.1453 -1.6 0.5 0.4 -0.684
C -5.5323 -1.2367 5.4492 0.2 -0.3 0.0 -0.648
Cl -4.3495 -1.6064 6.7284 0.3 -0.3 0.2 0.532
H -5.5897 -0.5741 3.3996 0.6 0.1 0.6 0.017
H -4.1084 -0.1154 4.3689 0.4 0.3 -0.4 0.017
H -6.1523 -2.1112 5.2995 -0.1 -0.2 0.1 0.062
H -6.1260 -0.4572 5.9146 -0.1 0.4 -0.6 0.065
Cl -1.6346 0.9605 5.2536 0.0 0.1 -0.2 0.572
C -1.2354 2.5430 4.4613 -1.2 -0.6 0.3 -0.610
C 0.2347 2.5588 4.2428 0.9 -0.6 0.6 -0.719
Cl 0.7359 4.1520 3.6582 0.2 0.1 -0.2 0.605
H -1.6743 3.2970 5.1439 0.7 -0.2 -0.6 0.086
H -1.7450 2.5224 3.4971 -0.2 0.1 0.3 0.038
H 0.5677 1.7648 3.5667 -0.4 0.4 -0.3 0.033
H 0.7890 2.2891 5.1411 -0.1 0.6 0.2 0.051
Cl 0.4480 -6.0210 -1.1091 0.1 -0.2 0.1 0.589
C -0.6343 -4.7303 -1.6414 -0.5 1.2 -0.1 -0.641
C 0.1015 -3.3684 -1.4272 -0.6 -1.0 -0.3 -0.593
Cl -0.8638 -1.9194 -1.9480 0.3 -0.8 0.0 0.617
H -1.6074 -4.7956 -1.1537 0.3 0.0 0.5 0.071
H -0.8836 -4.9223 -2.6789 0.4 0.2 -0.3 0.046
H 1.0304 -3.4839 -1.9881 0.0 0.7 0.0 0.024
H 0.2925 -3.1835 -0.3771 0.3 -0.1 -0.1 0.011
Cl -6.5921 -0.6400 0.9346 -0.2 0.4 0.1 0.573
C -7.0330 1.0132 1.4625 2.1 1.2 0.8 -0.638
C -6.1251 2.0886 0.7794 -0.7 -1.5 -0.7 -0.676
Cl -6.5422 3.6455 1.4532 -0.2 0.6 0.4 0.620
H -6.8095 1.1380 2.5443 -0.5 -0.5 -0.6 0.060
H -8.0554 1.2499 1.2405 -0.5 -0.2 0.0 0.059
H -6.4286 2.1008 -0.2697 0.5 0.1 0.0 0.068
H -5.0446 1.9271 0.8842 -0.5 -0.1 0.1 0.045
Cl 3.8365 -2.5501 0.6134 0.6 0.4 -0.3 0.544
C 5.2801 -2.6571 -0.5101 0.1 0.3 1.3 -0.603
C 4.8304 -2.7925 -1.9086 0.6 -0.4 -1.5 -0.717
Cl 3.8164 -4.2117 -2.1993 0.0 -0.7 0.0 0.578
H 5.7865 -3.5690 -0.1573 0.0 0.5 -0.3 0.072
H 5.9377 -1.7507 -0.4054 -0.8 -0.9 0.1 0.093
H 5.7073 -2.8207 -2.5875 -0.3 -0.3 0.5 0.095
H 4.2269 -2.0197 -2.3154 -0.4 1.0 0.3 -0.027
Cl 0.7132 4.6710 -0.2391 0.0 0.0 -0.3 0.579
C 0.5751 3.6995 -1.7496 1.1 1.8 -1.6 -0.591
C 1.9613 3.3629 -2.3559 -1.2 0.2 1.5 -0.661
Cl 2.7569 4.8343 -3.0178 -0.1 -0.8 0.2 0.564
H 0.0571 4.3053 -2.5440 0.0 -0.6 1.1 0.091
H 0.1018 2.7942 -1.4648 -0.6 -0.6 -0.1 0.019
H 1.7412 2.6093 -3.0974 0.4 0.1 -0.7 0.069
H 2.5303 2.8847 -1.5517 0.5 0.5 -0.4 -0.002
Cl -4.1398 4.4265 -1.2389 -0.7 -0.8 -1.3 0.610
C -3.3043 5.1179 0.0781 1.1 2.9 1.1 -0.734
C -4.1332 6.2401 0.7962 0.2 -0.4 -0.2 -0.637
Cl -4.4351 7.5776 -0.3594 0.4 0.3 0.2 0.517
H -2.3292 5.5844 -0.2840 -1.2 -0.7 0.4 0.079
H -3.0796 4.3615 0.7898 0.2 -0.7 0.6 0.026
H -3.6163 6.5975 1.7311 -0.4 -0.2 -1.2 0.094
H -5.1652 5.9475 1.0210 0.6 -0.4 0.2 -0.001
C -0.2773 -3.8242 4.5067 1.1 1.3 1.3 -0.135
O 0.3589 -4.2773 3.3776 0.7 -0.5 -1.0 -0.176
C -0.2301 -4.0482 2.1144 -0.2 0.1 -0.7 -0.183
C -0.6427 -2.5881 1.7931 -1.1 -1.8 1.3 -0.250
O 0.4429 -1.7963 1.4865 0.4 1.2 -0.3 -0.216
C 1.2050 -1.2938 2.5752 0.5 -1.8 0.3 -0.113
H 0.3499 -4.0973 5.3653 -0.1 -0.2 -0.2 0.103
H -1.2489 -4.1851 4.6871 -1.5 -0.8 -0.1 0.073
H -0.3375 -2.7315 4.5588 -0.1 0.1 -0.1 0.072
H -1.1953 -4.5922 2.0086 0.5 -0.3 0.1 0.130
H 0.5451 -4.4270 1.3734 -1.1 0.4 0.8 0.121
H -1.2717 -2.2426 2.6595 0.7 0.2 -0.6 0.095
H -1.3774 -2.6706 0.9605 0.8 0.5 0.1 0.116
H 1.8823 -0.5449 2.1795 0.1 0.0 0.2 0.057
H 1.7306 -2.1060 3.1276 0.4 0.2 -1.0 0.102
H 0.6174 -0.9709 3.4035 -1.1 1.2 0.3 0.062
C 2.8734 -4.4405 -6.0117 0.0 0.6 -0.9 -0.105
O 1.5574 -4.6289 -6.5323 0.3 -0.5 1.3 -0.174
C 0.6055 -4.3996 -5.5066 -0.3 1.2 -0.1 -0.203
C 0.4632 -2.9046 -5.1238 0.6 -1.0 1.0 -0.275
O 0.4133 -2.0790 -6.2545 -0.8 0.3 0.9 -0.158
C -0.1169 -0.8200 -5.8439 0.5 0.0 -0.7 -0.102
H 3.5646 -4.5144 -6.8691 -0.3 -0.2 0.4 0.094
H 3.1288 -5.1794 -5.2312 -0.1 0.4 -0.2 0.079
H 2.9340 -3.3964 -5.6519 0.3 -0.5 0.2 0.079
H 0.7444 -4.9281 -4.5209 0.3 -0.1 -1.0 0.124
H -0.3473 -4.6789 -5.9400 -0.2 -0.3 0.0 0.122
H 1.3200 -2.5746 -4.4607 -0.8 -0.2 -0.4 0.120
H -0.4746 -2.8823 -4.4984 0.7 0.3 -0.6 0.089
H 0.5333 -0.3068 -5.1236 0.1 -0.1 0.0 0.084
H -1.1090 -0.8854 -5.4102 -0.3 -0.3 0.1 0.082
H -0.1775 -0.2460 -6.7556 0.0 0.4 -0.1 0.084
C 1.2963 0.4645 -0.7284 0.6 1.2 1.2 -0.142
O 0.0583 1.0790 -0.4139 0.7 0.4 2.2 -0.238
C -0.0888 1.5730 0.9897 -0.9 -0.3 -1.8 -0.155
C -1.4150 2.3287 0.9497 0.4 -0.8 0.3 -0.249
O -2.4494 1.4669 1.3614 -0.7 0.6 1.2 -0.220
C -2.7856 0.5047 0.3806 2.2 1.4 -1.7 -0.084
H 1.2637 0.2719 -1.7622 0.1 -0.3 -1.4 0.051
H 1.4806 -0.4526 -0.2074 -0.2 -0.7 0.4 0.052
H 2.1751 1.1195 -0.5102 -0.6 -0.1 -0.1 0.053
H 0.6461 2.2768 1.3731 0.8 -0.1 -0.8 0.059
H -0.1952 0.7493 1.7041 0.1 -0.1 -0.3 0.113
H -1.6432 2.6498 -0.0818 0.3 0.4 0.4 0.108
H -1.2924 3.1578 1.6643 -0.6 -0.1 -0.4 0.089
H -3.6716 -0.0022 0.7198 0.0 -0.5 -0.2 0.059
H -1.8511 -0.0535 0.0853 -1.3 -0.5 0.8 0.065
H -2.8804 1.1063 -0.5638 -1.0 -0.6 0.3 0.103

***

118
Properties=species:S:1:pos:R:3:forces:R:3:mulliken_spin:R:1 method="wB97M-V/def2-TZVPD" s_squared=8.863 multiplicity=6 charge=+2 gap_ev="4.49 / 3.66" total_energy_ev=-103018.405
Cr -2.1320 3.4530 1.0140 2.3 -2.4 -1.3 4.242
N 1.6390 3.1847 2.4540 -1.3 1.0 -0.8 -0.001
H 2.4804 2.8158 2.8737 1.5 -0.5 0.5 0.001
H 1.0091 3.6584 3.0856 0.1 0.1 0.6 0.003
H 1.0776 2.5203 1.9406 -0.7 -1.2 -0.2 -0.015
H 1.8920 3.8415 1.7297 0.6 0.5 -0.1 0.003
C -3.4508 3.2303 -2.4193 0.1 0.1 0.0 0.159
C -2.1635 4.1752 -2.3488 -1.5 -0.2 1.2 -0.030
C -2.3935 5.5030 -3.0611 0.1 0.0 -0.6 0.001
O -1.8127 4.2909 -0.9722 -0.4 -0.1 -0.6 0.812
H -4.3449 3.8052 -2.1781 0.1 0.2 0.0 -0.011
H -3.4412 2.3599 -1.7632 0.5 0.1 0.4 -0.028
H -3.6264 2.7493 -3.3816 0.3 0.5 -0.4 -0.006
H -1.3732 3.6192 -2.8532 0.6 -0.4 0.2 0.086
H -1.6220 6.2720 -3.1004 0.2 -0.1 1.1 0.002
H -3.3594 5.9055 -2.7560 0.2 0.2 0.0 0.004
H -2.4160 5.3195 -4.1353 -0.6 -0.5 -0.1 0.002
C -0.8204 0.3239 -0.5998 0.9 -1.1 -1.5 0.069
C -0.6283 0.6073 0.8730 -0.8 -2.5 -0.8 -0.056
C 0.5112 -0.2593 1.5109 -0.2 0.3 0.0 -0.028
O -0.5868 1.9525 1.0969 -1.1 4.4 1.3 -0.185
H -1.3522 1.0298 -1.2378 -0.5 0.5 0.6 -0.018
H -1.2927 -0.6491 -0.7346 -0.2 0.0 0.1 -0.012
H 0.1026 0.2083 -1.1679 0.5 0.1 0.2 -0.002
H -1.5102 0.1407 1.3119 -0.4 0.3 0.6 0.000
H 0.3354 -0.4114 2.5758 0.0 0.2 0.1 0.001
H 1.5498 0.0444 1.3805 -0.1 0.5 -0.2 0.005
H 0.4767 -1.2605 1.0815 -0.3 0.1 -0.2 -0.005
C 3.8778 -0.0424 -0.1359 0.2 0.2 0.2 0.000
C 4.0066 1.3126 0.5236 -0.7 1.3 -1.3 0.002
O 5.1548 1.4132 1.2870 1.9 0.9 3.7 0.000
C 5.2124 2.1904 2.4461 -4.0 -1.5 -1.0 0.000
O 4.2038 2.7003 2.9976 1.5 -0.5 -1.4 0.000
O 6.3737 2.1456 2.9243 1.4 -0.3 -0.8 0.000
C 6.7667 2.9037 4.0389 0.8 1.4 0.9 0.000
H 3.9323 -0.8557 0.5878 0.0 0.1 0.1 0.000
H 4.7087 -0.1658 -0.8304 -0.1 -0.1 -0.1 0.000
H 2.9352 -0.0998 -0.6804 0.1 0.0 -0.1 0.000
H 3.1125 1.6756 1.0305 -0.1 -0.5 0.5 0.000
H 4.2168 2.1096 -0.1897 -0.7 -0.2 -0.9 0.000
H 7.3727 2.2308 4.6456 -0.5 0.2 0.3 0.000
H 5.9627 3.4608 4.5200 -0.3 -0.9 0.3 0.000
H 7.4065 3.7249 3.7159 0.3 -0.3 -0.4 0.000
C 6.8288 -4.5803 5.5788 0.6 0.7 1.1 0.000
C 5.7646 -3.4935 5.8455 0.2 -1.5 -0.7 0.000
O 5.2992 -3.1378 4.5204 -0.5 0.5 0.3 0.000
C 4.3096 -3.7816 3.8827 -1.2 -0.6 3.2 0.000
O 3.5039 -4.5691 4.3240 0.6 -0.2 0.7 0.000
O 4.2117 -3.2972 2.7120 0.5 2.9 -3.8 0.000
C 2.9626 -3.3916 2.0081 0.2 -1.5 0.8 0.000
H 7.2595 -4.7914 6.5576 0.0 -0.7 0.0 0.000
H 7.6947 -4.3489 4.9585 -0.2 1.0 0.0 0.000
H 6.4507 -5.4598 5.0576 -0.6 -0.1 0.6 0.000
H 5.9692 -2.5922 6.4233 1.2 0.4 -0.9 0.000
H 5.0414 -3.8600 6.5740 -0.9 -0.8 -0.9 0.000
H 3.0257 -4.3989 1.5964 -0.9 0.1 -0.3 0.000
H 2.8140 -2.6479 1.2253 0.8 0.1 0.2 0.000
H 2.1596 -3.3021 2.7397 -0.1 -0.2 -0.1 0.000
C 4.0973 3.0624 -6.2220 -0.9 0.7 0.6 0.000
C 4.4929 2.5564 -4.7972 0.3 -0.5 -1.8 0.000
O 3.3042 2.5102 -3.9554 -0.6 -0.7 0.8 0.000
C 2.7233 1.3574 -3.5714 2.3 -3.5 -0.8 0.000
O 2.9503 0.1899 -4.0361 -1.4 5.3 2.0 0.000
O 1.9879 1.5080 -2.4093 0.7 -0.9 -0.5 -0.002
C 1.4590 2.7379 -1.9270 -0.2 0.4 -1.6 0.008
H 3.0122 3.0662 -6.3247 -0.2 -0.3 0.4 0.000
H 4.3861 2.5385 -7.1332 0.8 -0.2 0.5 0.000
H 4.3023 4.1286 -6.3180 0.5 -0.1 -0.1 0.000
H 5.2240 3.1946 -4.3010 -0.6 0.4 0.1 0.000
H 5.0356 1.6137 -4.8668 -0.7 -0.4 0.2 0.000
H 2.1102 3.6015 -2.0618 0.2 -0.2 -0.1 0.000
H 1.1424 2.6949 -0.8849 0.2 -0.7 -0.1 0.002
H 0.5865 2.8369 -2.5728 -0.3 0.8 0.4 0.001
C -8.3400 0.0666 -6.1187 0.5 0.2 1.3 0.000
C -8.1816 1.0802 -4.9590 -1.8 -1.9 -0.8 0.000
O -6.8066 1.0878 -4.6225 0.4 1.4 0.0 0.000
C -6.2370 0.1756 -3.8076 -7.6 -1.2 0.0 0.000
O -6.8170 -0.6619 -3.1552 -0.4 0.1 0.2 0.000
O -5.0378 0.3404 -3.8459 8.3 0.6 0.1 0.000
C -4.1858 -0.2760 -2.8084 -1.1 0.8 -0.8 -0.001
H -7.8593 -0.7796 -5.6278 0.0 -0.6 -0.8 0.000
H -7.7805 0.3764 -7.0013 -0.2 -0.1 0.0 0.000
H -9.3739 -0.2103 -6.3253 0.1 0.3 -0.1 0.000
H -8.8031 0.6881 -4.1539 0.3 0.0 0.4 0.000
H -8.6472 2.0275 -5.2310 1.1 0.5 0.2 0.000
H -4.3040 -1.3484 -2.6533 -0.2 0.1 -0.6 0.000
H -4.5372 0.2280 -1.9080 0.6 -0.1 0.3 -0.001
H -3.2003 0.0079 -3.1774 0.1 -0.2 0.5 0.000
C -2.2419 -2.6508 3.4211 0.2 0.6 0.1 0.000
C -1.7251 -2.6711 4.8472 -1.7 -0.6 -0.2 0.000
O -2.6917 -1.8690 5.6536 1.1 -0.3 0.3 0.000
C -3.8167 -2.3829 6.2069 -1.1 -1.2 0.4 0.000
O -4.3291 -3.4821 5.9701 1.4 2.8 0.7 0.000
O -4.2996 -1.4058 7.0831 0.3 -2.1 -2.1 0.000
C -5.3875 -1.7669 7.9856 0.4 1.7 0.5 0.000
H -1.5182 -3.1586 2.7835 -0.3 -0.3 -0.2 0.000
H -2.3378 -1.6252 3.0645 0.3 0.3 0.0 0.000
H -3.2690 -3.0110 3.3614 0.3 -0.6 0.0 0.000
H -0.6914 -2.3320 4.9148 -0.4 1.1 0.4 0.000
H -1.6146 -3.7004 5.1884 -0.7 0.0 0.4 0.000
H -6.0590 -0.9088 8.0137 0.0 0.1 -0.4 0.000
H -4.8566 -1.6672 8.9323 -0.5 -1.1 0.4 0.000
H -6.0372 -2.6209 7.7942 1.0 -0.4 -0.2 0.000
C -1.4246 -3.3435 -0.3656 -0.2 -0.8 0.8 0.000
C -2.1480 -3.1885 -1.7054 0.3 -0.6 0.3 0.000
O -1.2716 -2.6711 -2.7042 -0.1 0.6 -0.9 0.000
C -1.7847 -2.7404 -3.9923 0.7 -1.3 1.3 0.000
O -2.7831 -3.3543 -4.2621 0.4 1.0 0.0 0.000
O -0.9908 -2.1666 -4.8721 1.0 0.5 -1.0 0.000
C 0.3561 -1.6534 -4.6212 0.1 0.2 1.4 0.000
H -2.1738 -3.3048 0.4251 -0.1 0.6 0.1 0.000
H -0.5806 -2.7057 -0.1029 -0.3 0.6 -0.5 0.000
H -1.0203 -4.3277 -0.1293 0.1 -0.4 -0.9 0.000
H -3.0267 -2.5496 -1.6171 0.1 0.2 0.1 0.000
H -2.5350 -4.1490 -2.0457 0.1 0.0 0.1 0.000
H 0.3413 -0.8994 -3.8342 -0.3 0.2 -0.1 0.000
H 0.8440 -1.2112 -5.4898 -0.9 -0.2 -0.4 0.000
H 1.0841 -2.3641 -4.2299 -0.5 -0.7 -0.2 0.000

***

| no. | strongest force on any atom (eV/A) |
| --- | --- |
| 1 | 3.3 |
| 2 | 8.3 |